# 1
A structure of composition C40H61As3FN4OPSe2SiTi. Source: the Open Molecules 2025 dataset; level of theory: wB97M-V/def2-TZVPD.

XYZ file:
```
115
Properties=species:S:1:pos:R:3:mulliken_charge:R:1
Ti 1.767 0.563 -1.859 -1.04
C -0.707 -2.346 4.125 -1.31
As -0.735 -0.624 3.160 1.20
C 0.612 0.231 4.307 -1.15
C -2.265 0.188 4.154 -1.83
C -3.694 -0.182 3.712 3.27
C -3.760 -1.664 3.320 -2.13
C -4.190 0.678 2.543 -1.80
As -3.243 0.634 0.802 1.11
C -4.587 1.784 -0.069 -1.46
C -3.934 -1.049 0.067 -1.40
C -4.667 -0.018 4.903 -2.20
As -5.152 1.684 5.796 0.26
C -6.423 2.433 4.492 -1.07
C -3.683 2.941 5.458 -1.00
H -1.120 -2.240 5.131 0.45
H 0.334 -2.656 4.196 0.29
H -1.251 -3.107 3.568 0.28
H 0.455 -0.042 5.353 0.47
H 0.561 1.314 4.203 0.35
H 1.602 -0.100 3.989 0.16
H -2.109 1.267 4.079 0.12
H -2.127 -0.079 5.208 0.52
H -3.066 -1.896 2.509 0.06
H -4.768 -1.931 2.990 0.53
H -3.499 -2.298 4.169 0.41
H -4.154 1.731 2.832 -0.16
H -5.242 0.439 2.341 0.63
H -5.598 1.400 0.084 0.39
H -4.372 1.824 -1.137 0.39
H -4.520 2.796 0.330 0.37
H -4.899 -1.296 0.511 0.52
H -3.219 -1.853 0.234 0.16
H -4.060 -0.914 -1.008 0.59
H -4.307 -0.652 5.719 0.57
H -5.649 -0.421 4.623 0.53
H -7.215 1.706 4.308 0.31
H -5.954 2.693 3.545 0.25
H -6.873 3.326 4.926 0.41
H -2.777 2.614 5.965 0.29
H -3.986 3.900 5.879 0.42
H -3.469 3.075 4.399 0.24
Se -0.274 -3.038 0.000 -0.60
P 1.596 -1.969 -0.467 0.61
Se 3.994 0.727 -2.084 -0.53
C 2.559 -1.879 1.118 0.94
C 2.324 -2.762 2.169 -0.64
C 3.114 -2.731 3.311 -0.83
C 4.131 -1.793 3.433 -0.66
C 4.356 -0.891 2.403 -0.95
C 3.582 -0.941 1.250 -0.51
C 2.616 -3.263 -1.310 0.52
C 2.763 -4.538 -0.764 -0.47
C 3.526 -5.499 -1.405 -0.75
C 4.150 -5.203 -2.614 -0.55
C 4.005 -3.942 -3.167 -0.75
C 3.243 -2.975 -2.516 0.33
H 1.505 -3.467 2.077 0.49
H 2.921 -3.433 4.117 0.35
H 4.734 -1.755 4.334 0.35
H 5.119 -0.128 2.487 0.50
H 3.770 -0.232 0.453 0.14
H 2.254 -4.777 0.162 0.33
H 3.633 -6.485 -0.965 0.37
H 4.747 -5.955 -3.118 0.35
H 4.492 -3.697 -4.103 0.39
H 3.149 -1.982 -2.936 -0.26
C 3.548 -1.147 -5.532 -1.16
Si 2.202 0.119 -5.174 0.50
C 2.961 1.829 -5.299 -1.35
C 1.008 0.110 -6.664 -1.36
N 1.315 -0.231 -3.713 1.19
C 0.220 -1.078 -3.788 -0.18
C 0.028 -2.101 -4.734 -0.09
C -1.124 -2.872 -4.760 -1.11
C -2.137 -2.674 -3.832 -0.59
C -1.963 -1.709 -2.849 -0.10
C -0.814 -0.964 -2.857 0.01
F -0.615 -0.048 -1.858 0.32
H 3.941 -1.001 -6.543 0.57
H 3.163 -2.167 -5.460 0.24
H 4.369 -1.044 -4.819 0.30
H 2.181 2.577 -5.466 0.25
H 3.554 2.113 -4.434 0.23
H 3.610 1.823 -6.183 0.46
H 1.117 1.048 -7.215 0.47
H -0.035 0.018 -6.359 0.36
H 1.218 -0.709 -7.359 0.29
H 0.810 -2.296 -5.457 0.30
H -1.220 -3.649 -5.509 0.38
H -3.024 -3.294 -3.834 0.40
H -2.673 -1.570 -2.046 0.02
N 0.043 2.360 1.154 0.17
C 1.328 1.975 0.969 0.74
O 1.543 1.051 0.135 1.48
C 2.325 2.601 1.758 0.86
C 1.913 3.589 2.678 -0.73
N 1.512 4.412 3.389 -0.79
C 3.704 2.298 1.680 -0.22
N 4.837 2.076 1.695 -0.84
H -0.189 3.149 1.731 0.17
H -0.670 1.878 0.629 -0.36
C 2.304 4.271 -1.366 -1.38
C 1.520 3.771 -2.573 1.39
C 0.519 4.844 -3.016 -1.80
C 0.810 2.445 -2.298 -0.78
H 2.823 5.208 -1.591 0.47
H 3.045 3.536 -1.049 0.09
H 1.630 4.460 -0.524 0.23
H 2.229 3.626 -3.392 -0.27
H -0.207 5.031 -2.218 0.29
H -0.036 4.522 -3.901 0.35
H 1.016 5.792 -3.247 0.47
H 0.182 2.186 -3.161 0.54
H 0.115 2.596 -1.458 0.38
```

The calculation puts the frontier orbital gap at 5.8 eV. As for the LUMO energy: 3.808 eV. Its net charge is -2.

# 2
A structure of composition C40H61BF4N2O8P2Ta. Source: the Open Molecules 2025 dataset; level of theory: wB97M-V/def2-TZVPD.

XYZ file:
```
119
Properties=species:S:1:pos:R:3:mulliken_charge:R:1
Ta -0.519 0.461 -0.849 0.45
C -3.535 1.567 3.856 -1.44
C -2.116 1.361 4.362 0.50
C -2.064 0.329 5.475 -1.10
O -1.219 1.052 3.279 0.02
P -0.914 -0.275 2.502 -0.88
O -0.106 0.084 1.319 0.12
C -2.357 -1.352 2.150 -0.99
P -1.910 -2.127 0.581 -0.23
O -1.656 -1.166 -0.539 -0.07
O -0.627 -2.950 0.958 0.47
C -0.035 -3.925 0.039 1.21
C -0.347 -5.325 0.546 -1.57
C 1.461 -3.680 -0.041 -0.76
O -2.992 -3.101 -0.008 -0.32
C -4.132 -3.771 0.568 0.50
C -3.752 -4.633 1.762 -0.97
C -5.234 -2.775 0.905 -1.45
O -0.211 -1.308 3.480 -0.07
C 1.118 -1.127 4.008 1.50
C 2.116 -1.785 3.069 -1.10
C 1.156 -1.764 5.391 -1.68
H -4.118 2.065 4.627 0.58
H -4.010 0.619 3.621 0.25
H -3.536 2.194 2.970 0.27
H -1.731 2.319 4.727 0.44
H -2.299 -0.662 5.094 0.18
H -2.786 0.592 6.245 0.56
H -1.077 0.302 5.928 0.17
H -3.291 -0.805 2.067 0.31
H -2.407 -2.095 2.939 0.77
H -0.491 -3.765 -0.942 -0.24
H -0.144 -5.385 1.612 0.28
H 0.281 -6.045 0.028 0.49
H -1.385 -5.585 0.363 0.24
H 1.938 -3.933 0.902 0.35
H 1.664 -2.642 -0.280 -0.42
H 1.882 -4.298 -0.828 0.55
H -4.475 -4.409 -0.256 0.39
H -3.207 -4.047 2.497 0.16
H -3.128 -5.467 1.459 0.27
H -4.651 -5.034 2.222 0.46
H -5.018 -2.243 1.827 0.25
H -6.177 -3.300 1.025 0.51
H -5.342 -2.059 0.095 0.37
H 1.304 -0.051 4.076 -0.43
H 1.926 -2.856 3.043 0.37
H 3.129 -1.615 3.421 0.56
H 2.010 -1.383 2.065 -0.12
H 0.858 -2.805 5.326 0.35
H 0.487 -1.256 6.078 0.29
H 2.167 -1.709 5.785 0.45
F -2.988 1.359 -1.249 -0.25
B -2.710 2.052 -0.071 -0.68
F -3.585 2.986 0.265 -0.26
F -2.596 1.032 0.901 0.37
F -1.371 2.556 -0.234 -0.03
C -1.526 3.660 -3.390 -1.58
C -0.199 3.300 -4.057 0.41
C 0.976 3.419 -3.090 -1.05
C -0.283 1.940 -4.706 0.49
C -0.179 1.931 -6.089 -1.11
C -0.344 0.780 -6.832 -1.25
C -0.651 -0.389 -6.166 -1.13
C -0.765 -0.439 -4.783 0.67
C -1.196 -1.770 -4.212 0.38
C -0.092 -2.412 -3.372 -0.88
C -2.534 -1.634 -3.485 -1.15
C -0.530 0.729 -3.999 0.44
N -0.556 0.683 -2.642 1.19
H -1.427 4.587 -2.834 0.43
H -1.828 2.866 -2.714 0.18
H -2.299 3.791 -4.143 0.46
H -0.026 4.022 -4.863 0.75
H 0.761 2.879 -2.171 -0.15
H 1.152 4.469 -2.864 0.63
H 1.875 3.009 -3.545 0.45
H 0.026 2.859 -6.599 0.46
H -0.267 0.804 -7.908 0.38
H -0.820 -1.290 -6.738 0.43
H -1.368 -2.443 -5.061 0.78
H 0.165 -1.789 -2.518 -0.22
H 0.795 -2.540 -3.988 0.51
H -0.413 -3.393 -3.031 0.44
H -2.465 -0.922 -2.668 -0.12
H -2.853 -2.598 -3.093 0.36
H -3.288 -1.279 -4.184 0.51
C 1.261 5.213 0.467 -1.83
C 1.764 4.054 1.274 1.67
C 1.133 3.709 2.462 -1.16
C 1.588 2.654 3.233 -0.94
C 2.649 1.896 2.785 -1.14
C 3.263 2.204 1.578 0.11
N 4.333 1.381 1.163 0.20
C 4.533 0.886 -0.096 0.49
C 5.857 0.699 -0.526 -0.79
C 6.151 0.180 -1.762 -0.83
C 5.126 -0.210 -2.616 -0.83
C 3.820 -0.099 -2.194 -1.58
C 3.497 0.455 -0.949 0.77
C 2.038 0.475 -0.705 0.99
O 1.399 -0.613 -0.869 -0.36
O 1.351 1.510 -0.526 -0.89
C 2.875 3.325 0.840 1.05
C 3.633 3.740 -0.384 -1.51
H 0.328 5.590 0.874 0.41
H 1.093 4.901 -0.560 0.17
H 1.981 6.031 0.460 0.43
H 0.290 4.296 2.800 0.41
H 1.110 2.416 4.173 0.54
H 3.028 1.059 3.352 0.83
H 5.145 1.395 1.762 0.30
H 6.657 1.012 0.132 0.49
H 7.180 0.078 -2.066 0.42
H 5.356 -0.611 -3.590 0.47
H 3.003 -0.409 -2.825 0.47
H 4.668 3.406 -0.336 0.36
H 3.627 4.822 -0.488 0.57
H 3.182 3.307 -1.273 0.03
```

The calculation puts the frontier orbital gap at 7.5 eV. As for the LUMO energy: -2.466 eV. Its net charge is +1.

Number 1: E_tot -14945.63597 Ha. Number 2: E_tot -3436.69437 Ha.